Record 1
DFT (the ωB97M-V functional and the def2-TZVPD basis) results for a structure of composition C5H12BBr4Na6O3 in a non-equilibrium geometry.

Geometry (Å):
Na 2.690 -17.181 12.795
Na -1.416 -15.629 15.229
Na 1.968 -14.709 9.879
Na -0.916 -17.314 12.555
Na 3.097 -14.006 13.232
Na -0.320 -12.459 13.898
C 0.392 -14.801 12.139
O -0.656 -14.835 12.869
O 0.930 -13.718 11.807
O 0.961 -15.896 11.782
B 4.257 -15.459 11.366
H 3.410 -16.156 11.124
H 3.895 -14.400 11.252
H 4.470 -15.602 12.467
H 5.219 -15.674 10.768
Br -3.971 -12.085 10.571
C -2.398 -13.192 10.266
C -2.526 -13.914 8.932
Br -0.714 -14.535 8.520
H -2.412 -13.939 11.059
H -1.496 -12.606 10.408
H -2.871 -13.304 8.100
H -3.294 -14.683 8.998
Br 0.509 -10.673 8.299
C 0.992 -10.312 10.113
C -0.160 -9.661 10.860
Br 0.354 -9.202 12.659
H 1.860 -9.653 10.115
H 1.339 -11.247 10.551
H -1.044 -10.293 10.787
H -0.401 -8.750 10.315

Net charge: +3
F_max: 3.152 eV Å⁻¹
Molar mass: 588.52 g mol⁻¹
Frontier orbital gap: 5.2442 eV
Relative energy (zero: lowest compared OMol25 entry of this formula, charge and spin): 0.0 kcal/mol
DFT total energy: -11717.4004 Ha

Record 2
DFT (the ωB97M-V functional and the def2-TZVPD basis) results for a cluster of 4 separate species, C20H29N7O7PS2 in total in a non-equilibrium geometry.

Geometry (Å):
C 2.579 -0.398 -1.326
C 1.452 0.621 -2.004
C 0.340 -0.194 -2.939
O -0.226 0.756 -3.913
C -1.716 0.697 -3.916
O -2.364 -0.434 -4.203
C -2.523 2.121 -3.577
S -4.138 2.268 -4.563
C -5.436 1.549 -3.421
N -6.792 0.911 -3.690
N -7.325 0.508 -2.444
N -6.420 0.865 -1.457
P -6.420 0.669 0.315
O -7.622 -0.191 0.892
O -4.844 -0.043 0.722
O -6.354 2.304 1.007
N -5.275 1.494 -1.917
O 0.797 1.332 -0.872
C 0.847 2.773 -1.169
O -0.295 3.411 -1.448
C 2.245 3.672 -1.146
S 1.749 5.342 -0.372
H 2.032 -1.353 -0.904
H 3.380 -0.710 -2.120
H 3.072 0.185 -0.417
H 2.048 1.369 -2.715
H 0.929 -1.085 -3.467
H -0.516 -0.646 -2.246
H -1.818 3.050 -3.806
H -2.685 2.116 -2.418
H -4.396 -0.343 -0.142
H -5.681 2.308 1.769
H -4.512 1.798 -1.273
H 2.652 3.899 -2.223
H 3.080 3.170 -0.464
H 0.803 5.862 -1.301
N 4.382 -1.583 2.190
C 4.335 -2.732 1.444
C 3.228 -3.449 1.836
C 2.580 -2.704 2.850
C 3.312 -1.555 3.047
H 5.093 -0.867 2.119
H 5.093 -2.940 0.701
H 2.918 -4.406 1.434
H 1.676 -2.977 3.380
H 3.165 -0.723 3.722
N -5.923 -1.937 3.029
C -5.410 -1.125 4.007
C -5.320 -1.861 5.168
C -5.789 -3.164 4.878
C -6.152 -3.184 3.550
H -6.103 -1.660 2.073
H -5.156 -0.095 3.794
H -4.955 -1.498 6.120
H -5.855 -3.999 5.564
H -6.554 -3.977 2.933
N 7.563 0.003 0.902
C 6.988 0.008 -0.342
C 7.923 -0.445 -1.245
C 9.102 -0.739 -0.520
C 8.851 -0.457 0.804
H 7.109 0.291 1.759
H 5.965 0.335 -0.477
H 7.772 -0.553 -2.312
H 10.034 -1.118 -0.920
H 9.477 -0.542 1.682

Net charge: +1
F_max: 8.747 eV Å⁻¹
Molar mass: 574.60 g mol⁻¹
Frontier orbital gap: 3.9244 eV
DFT total energy: -2826.6035 Ha

Record 3
DFT (the ωB97M-V functional and the def2-TZVPD basis) results for a structure of composition C9H19AlI2N3S3 in a non-equilibrium geometry.

Geometry (Å):
Al 0.363 0.146 0.423
C -0.068 -0.907 3.163
C -0.490 -1.997 2.182
N -0.871 -1.385 0.874
C -2.276 -0.869 0.786
C -2.512 0.487 1.454
S -1.231 1.779 1.134
C -0.528 2.099 2.797
C 0.828 1.424 2.996
N 0.829 0.041 2.445
H -0.931 -0.371 3.546
H 0.436 -1.351 4.021
H 0.352 -2.665 1.994
H -1.308 -2.590 2.591
H -0.817 -2.132 0.182
H -2.519 -0.794 -0.273
H -2.968 -1.587 1.230
H -3.438 0.907 1.061
H -2.636 0.411 2.532
H -0.421 3.180 2.875
H -1.274 1.801 3.531
H 1.594 1.989 2.461
H 1.084 1.428 4.057
H 1.780 -0.315 2.546
S -0.283 0.484 -1.713
C 0.468 0.158 -3.251
N -0.152 0.531 -4.332
C 0.503 0.266 -5.618
C 1.845 -0.426 -5.321
S 1.971 -0.598 -3.497
H -1.040 1.020 -4.312
H 0.645 1.209 -6.145
H -0.143 -0.365 -6.228
H 2.700 0.155 -5.657
H 1.912 -1.423 -5.748
I 3.134 0.203 -0.096
I 5.463 0.057 1.308

Net charge: +3
F_max: 1.275 eV Å⁻¹
Molar mass: 546.26 g mol⁻¹
Frontier orbital gap: 6.9576 eV
DFT total energy: -2550.1231 Ha

Record 4
DFT (the ωB97M-V functional and the def2-TZVPD basis) results for a structure of composition C6H16CsO2.

Geometry (Å):
Cs 2.261 -0.378 -0.505
C 0.697 -4.150 1.582
C -0.352 -3.280 0.923
C -1.666 -3.290 1.680
O 0.179 -1.928 0.856
H 0.430 -5.201 1.523
H 0.792 -3.856 2.631
H 1.678 -4.008 1.125
H -0.542 -3.628 -0.100
H -1.508 -2.982 2.717
H -2.110 -4.286 1.698
H -2.421 -2.639 1.230
H -0.583 -1.339 0.838
C -0.793 4.154 -1.448
C 0.045 2.896 -1.297
C 1.421 3.068 -1.899
O 0.197 2.542 0.102
H -1.718 4.056 -0.882
H -1.014 4.348 -2.497
H -0.252 5.023 -1.063
H -0.496 2.055 -1.735
H 1.456 3.348 -2.952
H 2.081 2.214 -1.735
H 1.926 3.892 -1.380
H 0.293 3.369 0.589

Net charge: +1
F_max: 0.924 eV Å⁻¹
Molar mass: 253.10 g mol⁻¹
Frontier orbital gap: 10.5663 eV
Relative energy (zero: lowest compared OMol25 entry of this formula, charge and spin): 2.8 kcal/mol
DFT total energy: -408.6372 Ha

- Look up the molar mass of the first one.
  588.52 g mol⁻¹